Density functional theory data (ωB97M-V/def2-TZVPD) for a molecular structure, C37H63BBeN2O2Si4Te in a non-equilibrium geometry.

**Molar mass**: 827.691 g/mol
**Energy above the lowest of the compared OMol25 structures with the same formula, charge and spin**: 19.39 kcal per mole
**Frontier orbital gap**: 5.444 eV
**DFT total energy**: -3173.54543 hartree

```
111
Properties=species:S:1:pos:R:3:forces:R:3
C 3.7952 -2.1171 0.5380 -0.632 0.049 0.227
C 1.4637 -1.8303 1.4340 -1.285 0.283 1.500
C 2.6867 4.9362 -0.3791 -0.121 -0.557 -0.123
H -7.8626 0.7636 -2.4945 -0.090 0.072 -0.041
H -1.8323 5.1948 1.4582 -0.127 -0.072 0.238
H -0.3472 5.4058 0.5544 0.222 0.108 -0.016
H 2.7408 -2.2718 3.0780 0.057 -0.050 0.088
C -3.4960 -2.0517 -1.5910 -0.338 -0.687 0.479
H 7.7370 -2.2902 0.9433 0.074 0.002 0.000
C 2.6202 -2.2966 -1.8971 -0.548 -0.003 -0.374
Te 0.0534 0.1531 -2.2367 0.316 0.965 0.039
H -4.7657 -4.6935 0.1088 -0.014 -0.171 0.074
C -5.8712 -3.0992 -0.8212 -0.193 0.073 -0.013
C 6.6126 -1.0061 -1.2105 -0.072 -0.102 0.065
H -8.3339 -2.8954 -2.1739 -0.041 -0.103 0.025
H 4.1962 -2.0048 1.5304 0.144 -0.003 0.096
H 3.4794 3.3178 -3.1265 -0.088 0.138 -0.207
H 0.0945 3.5930 -5.6283 -0.180 0.220 -0.045
H 0.6940 -1.0253 7.0770 0.007 -0.102 0.045
H 2.1829 5.5074 -1.1533 -0.114 0.087 -0.170
H 0.3414 -3.6314 6.6674 0.013 0.044 0.051
H -8.0801 -1.7890 0.1121 -0.044 -0.079 0.069
H -1.6998 -1.0717 1.5031 -0.087 -0.006 0.009
H -3.2451 2.2911 1.4380 0.003 0.170 0.231
C 4.6163 -2.2812 -0.5555 -0.262 0.002 -0.630
H 0.1512 1.9953 -4.9035 -0.050 -0.219 0.007
H 6.1949 -0.1197 -0.7382 -0.026 0.139 0.029
C -0.7306 -1.3386 1.9016 -0.440 0.040 -0.337
H 6.2840 -3.1074 1.5134 -0.009 -0.088 0.105
H 2.1089 -2.3421 -2.8485 0.007 0.032 -0.038
H 3.3947 1.0565 0.5320 -0.033 -0.277 -0.105
H 0.7805 3.0135 2.4142 0.230 0.126 0.027
H -0.7963 2.6965 3.1026 -0.257 0.103 0.083
C -1.2814 4.8533 0.5873 0.199 -0.555 -0.047
H 2.9989 -1.3875 5.2369 0.119 0.045 -0.015
C 3.4036 2.1289 0.7049 -0.455 0.202 -0.368
H 6.2912 -4.4227 -0.7372 0.005 -0.126 0.045
C -6.9130 0.2387 -2.4163 -0.070 -0.304 0.139
O -2.2277 -3.5693 -0.5471 0.287 -0.757 0.342
H -0.6797 5.9813 -2.1800 -0.062 0.053 0.162
H -7.1348 -0.3097 0.2661 0.039 0.052 0.070
C 2.4496 -2.2725 5.5550 -0.206 0.038 -0.113
Si 2.6270 3.0635 -0.7803 0.696 0.207 0.026
C 0.9605 -2.1282 5.2195 0.115 -0.033 0.311
H 2.8813 -3.1512 5.0820 0.107 -0.090 -0.063
C 6.1284 -2.2725 -0.4880 0.305 -0.005 0.098
C -7.1490 -1.1188 -1.7455 -0.207 -0.003 0.016
C 0.4091 -0.9433 6.0293 0.014 -0.078 -0.169
C -0.1517 2.4816 2.2555 -0.041 0.174 -0.568
C -7.8125 -0.8602 -0.3846 0.015 0.021 -0.176
C -3.5099 -3.2253 -0.8352 -0.720 0.792 -0.539
H -8.7173 -0.2689 -0.5205 -0.112 0.036 0.028
H 0.8125 -0.0091 5.6445 0.005 0.145 -0.003
H 4.4338 2.4232 0.8879 0.187 0.163 -0.113
C -0.2634 5.5648 -3.0932 0.015 -0.547 0.168
C -4.7187 -3.7843 -0.4670 0.493 -0.061 0.076
Si -0.4503 3.6590 -3.1445 -0.306 0.242 -0.618
H 2.5836 -2.3776 6.6300 -0.062 -0.027 0.054
C 3.9792 -2.3904 -1.8112 0.329 -0.020 0.644
H -0.6754 -0.8971 5.9830 -0.127 0.060 -0.017
H -7.6077 -2.1403 -3.5923 0.013 -0.057 -0.134
C 6.6499 -2.2504 0.9511 -0.151 0.007 -0.193
H -4.5515 -0.4605 -2.5044 -0.026 0.162 -0.042
C 0.7373 -1.8812 3.7371 -0.658 0.244 -0.149
C -5.8583 -1.8888 -1.5177 0.035 0.034 -0.029
H 3.6858 1.6743 -2.5662 -0.078 -0.256 -0.066
C -8.0857 -1.9428 -2.6357 0.071 0.125 0.102
H -3.2177 2.3437 -0.3135 -0.116 0.043 -0.254
N 1.8258 -2.1078 -0.8379 0.935 -0.246 1.044
C 2.4023 -2.0407 0.3808 1.497 -0.249 -1.589
H 7.6975 -0.9392 -1.1746 0.128 -0.020 0.012
H 0.7819 5.8588 -3.1374 0.202 0.020 -0.015
H -2.7171 3.4968 -4.2723 0.061 0.141 -0.234
H -1.3826 -1.4090 3.9042 -0.104 0.036 0.119
C -2.3098 3.2457 -3.2974 0.526 0.045 0.208
C -0.5410 -1.5286 3.2443 0.688 -0.126 0.267
C 1.7359 -2.0056 2.7967 0.186 0.019 -0.624
H 7.7727 -3.5334 -1.1071 0.097 0.005 0.003
H 0.6234 -4.2683 5.0448 0.023 -0.072 -0.028
H -6.8174 -3.5192 -0.5156 -0.120 -0.032 0.056
C 6.6883 -3.5171 -1.1908 -0.132 0.106 0.073
H -2.4982 0.9940 0.5277 0.071 -0.256 -0.094
Si 0.3996 2.4509 -1.2793 0.066 -0.073 -0.096
H -1.8514 5.1384 -0.2918 -0.129 0.001 -0.197
H 4.5537 -2.5268 -2.7121 0.018 -0.005 -0.107
C -2.6408 2.0694 0.5626 0.554 0.230 -0.143
N 0.2307 -1.4997 0.9899 1.077 -0.213 0.639
H 4.8162 2.9191 -2.0654 0.168 0.109 0.194
H 2.8470 2.3128 1.6183 -0.142 0.037 0.191
C -4.6415 -1.3745 -1.9440 0.357 -0.039 0.004
H -9.0081 -1.3943 -2.8163 -0.154 0.027 -0.032
H 0.0697 1.4187 2.2753 0.080 -0.261 -0.042
Si -0.9541 2.9677 0.5863 -0.552 0.067 0.506
H 6.4339 -3.5282 -2.2466 -0.005 -0.030 -0.130
H 6.3041 -1.0113 -2.2524 -0.009 0.044 -0.132
H 3.6976 5.3246 -0.2944 0.252 -0.065 0.009
H -6.2331 0.8524 -1.8301 0.078 0.112 0.020
H -6.5110 0.1144 -3.4182 0.090 0.061 -0.140
H -2.4543 2.1799 -3.1478 -0.002 -0.235 0.037
Be 0.2038 -1.6934 -0.6973 -0.472 0.021 -0.582
C 0.3931 3.0405 -4.7415 -0.110 0.081 0.550
H -2.9015 3.7664 -2.5510 -0.103 0.150 0.208
O -2.2125 -1.6796 -1.7819 -0.382 -0.078 -0.411
C 3.7693 2.7157 -2.2719 -0.472 0.084 0.386
H 1.4733 3.1093 -4.6607 0.256 0.021 0.029
C 0.2248 -3.4229 5.6041 0.094 0.112 -0.077
H -0.7715 6.0408 -3.9301 -0.093 -0.082 -0.158
H 2.1770 5.1480 0.5569 -0.118 0.002 0.198
H -0.8368 -3.3462 5.3817 -0.126 -0.009 0.016
H 6.3549 -1.3375 1.4641 -0.033 0.088 0.099
B -1.3906 -2.5986 -1.1096 0.080 0.412 -0.027
```
Forces are in eV/Å.